1.
Formula: C2H4ClOP
Source: the Open Molecules 2025 dataset
Level of theory: ωB97M-V/def2-TZVPD

Computed properties:
ΔE to the lowest compared entry with this formula, charge and spin, eV: 1.781
E_LUMO, eV: -1.0
HOMO-LUMO gap, eV: 7.5
Energy, Ha: -955.3406
Molecular weight, g mol⁻¹: 110.48

Geometry (Å):
C -0.289 -0.272 -0.182
C 1.123 -0.120 -0.363
O -2.219 0.671 1.890
P -1.247 1.396 1.119
Cl -1.170 -0.136 -1.683
H -0.691 -1.125 0.329
H 1.496 -0.821 -1.011
H 1.545 -0.452 0.583
H 1.451 0.859 -0.681

***

2.
Formula: C55H78GeN8O2P3STi
Source: the Open Molecules 2025 dataset
Level of theory: ωB97M-V/def2-TZVPD

Computed properties:
Multiplicity: 2
ΔE to the lowest compared entry with this formula, charge and spin, eV: 0.121
E_LUMO (spin up / spin down), eV: -0.3 / -0.2
HOMO-LUMO gap (spin up / spin down), eV: 5.6 / 5.8
Energy, Ha: -7079.8867
Molecular weight, g mol⁻¹: 1128.75

Geometry (Å):
Ti -1.315 -0.897 -0.147
C 5.170 2.490 -2.468
C 4.339 1.251 -2.795
C 4.687 0.136 -1.816
P 2.482 1.454 -2.889
C 2.231 3.019 -1.932
N 2.482 2.845 -0.519
Ge 1.502 1.447 0.488
N 2.550 -0.073 1.441
C 2.343 -1.288 0.682
P 0.778 -2.158 1.044
C 0.892 -3.671 -0.023
C 2.290 -4.244 -0.267
C -0.066 -4.754 0.464
C 0.957 -2.642 2.820
C 2.128 -3.572 3.140
C -0.341 -3.172 3.424
C 3.866 0.181 1.789
C 4.931 -0.731 1.841
C 6.222 -0.318 2.131
C 6.517 1.012 2.363
C 5.480 1.938 2.333
C 4.186 1.527 2.085
N 3.060 2.415 2.033
C 3.323 3.746 1.515
C 3.819 4.773 2.290
C 4.047 6.028 1.736
C 3.737 6.225 0.401
C 3.210 5.207 -0.378
C 2.991 3.927 0.156
C 2.304 2.533 3.257
C 2.860 2.523 4.514
C 2.087 2.896 5.615
C 0.787 3.319 5.403
C 0.211 3.287 4.138
C 0.940 2.813 3.041
N 0.497 2.582 1.772
C -0.871 2.742 1.432
P -1.992 1.245 1.429
C -2.141 0.751 3.209
C -3.246 -0.277 3.458
C -0.809 0.172 3.695
C -3.518 2.233 1.008
C -4.890 1.722 1.431
C -3.530 2.553 -0.491
C 2.250 2.103 -4.625
C 0.784 2.505 -4.812
C 3.175 3.212 -5.117
H 6.235 2.252 -2.529
H 4.969 2.822 -1.448
H 4.980 3.329 -3.137
H 4.608 0.896 -3.800
H 4.438 0.422 -0.792
H 5.759 -0.078 -1.838
H 4.152 -0.785 -2.054
H 1.234 3.433 -2.141
H 2.945 3.737 -2.345
H 3.127 -2.025 0.862
H 2.331 -1.117 -0.401
H 0.527 -3.310 -0.993
H 2.750 -4.613 0.652
H 2.965 -3.513 -0.714
H 2.214 -5.086 -0.958
H 0.343 -5.266 1.338
H -0.215 -5.496 -0.322
H -1.049 -4.359 0.726
H 1.187 -1.672 3.274
H 1.966 -4.574 2.737
H 2.229 -3.670 4.224
H 3.079 -3.195 2.763
H -0.482 -4.226 3.183
H -1.220 -2.629 3.066
H -0.312 -3.083 4.512
H 4.776 -1.784 1.642
H 7.009 -1.062 2.156
H 7.531 1.332 2.561
H 5.685 2.985 2.494
H 4.012 4.596 3.339
H 4.438 6.833 2.342
H 3.888 7.198 -0.050
H 2.942 5.426 -1.403
H 3.903 2.253 4.629
H 2.514 2.893 6.609
H 0.189 3.663 6.238
H -0.825 3.581 4.029
H -0.957 3.118 0.406
H -1.370 3.484 2.067
H -2.381 1.668 3.763
H -3.047 -1.199 2.914
H -4.244 0.059 3.186
H -3.255 -0.518 4.524
H -0.253 -0.273 2.866
H -0.994 -0.611 4.433
H -0.160 0.911 4.147
H -3.350 3.172 1.550
H -5.074 0.698 1.111
H -5.651 2.349 0.960
H -5.044 1.782 2.508
H -4.100 3.468 -0.667
H -4.015 1.746 -1.033
H -2.536 2.692 -0.921
H 2.431 1.220 -5.251
H 0.597 3.489 -4.376
H 0.102 1.796 -4.337
H 0.531 2.566 -5.873
H 3.093 4.105 -4.493
H 2.911 3.505 -6.137
H 4.220 2.901 -5.124
C 0.804 -1.294 -3.771
C -0.289 -0.718 -2.915
O -0.106 -0.727 -1.637
C -1.471 -0.276 -3.468
C -2.695 -0.166 -2.767
C -3.915 0.205 -3.572
N -2.793 -0.489 -1.495
N -4.084 -0.794 -1.025
C -3.980 -1.503 0.073
O -2.857 -1.781 0.645
C -5.198 -2.125 0.651
C -6.465 -1.772 0.183
C -7.590 -2.376 0.716
C -7.458 -3.332 1.715
C -6.201 -3.682 2.185
C -5.068 -3.080 1.658
H 1.647 -1.581 -3.145
H 0.414 -2.171 -4.291
H 1.152 -0.573 -4.509
H -1.520 -0.163 -4.543
H -3.635 0.915 -4.347
H -4.322 -0.680 -4.064
H -4.693 0.628 -2.943
H -6.558 -1.016 -0.585
H -8.573 -2.099 0.358
H -8.340 -3.802 2.131
H -6.099 -4.426 2.964
H -4.082 -3.347 2.010
C -2.860 -5.709 -4.525
N -3.764 -4.701 -4.019
C -5.030 -4.439 -4.510
C -5.527 -3.408 -3.796
N -4.562 -3.050 -2.882
C -3.466 -3.837 -3.015
S -2.047 -3.778 -2.121
H -3.444 -6.537 -4.920
H -2.233 -6.054 -3.706
H -2.223 -5.298 -5.309
H -5.459 -5.021 -5.306
H -6.479 -2.912 -3.851
H -4.600 -2.281 -2.221

***

3.
Formula: C42H55N3O30S4
Source: the Open Molecules 2025 dataset
Level of theory: ωB97M-V/def2-TZVPD

Computed properties:
Structure (SMILES): O=[N+]([O-])c1ccccc1.O=[N+]([O-])c1ccccc1.O=[N+]([O-])c1ccccc1.O=S1(=O)OCCO1.O=S1(=O)OCCO1.O=S1(=O)OCCO1.O=S1(=O)OCCO1.O=C1CCCO1.O=C1CCCO1.O=C1CCCO1.O=C1CCCO1
E_LUMO, eV: -0.9
HOMO-LUMO gap, eV: 9.1
Energy, Ha: -5647.3261
Molecular weight, g mol⁻¹: 1210.16

Geometry (Å):
C 15.148 -2.534 0.593
C 15.443 -3.980 1.011
O 14.765 -4.236 2.252
S 14.255 -2.866 2.885
O 15.306 -2.287 3.640
O 12.964 -3.042 3.423
O 14.118 -2.103 1.499
H 14.864 -2.515 -0.452
H 15.948 -1.794 0.679
H 16.502 -4.216 1.078
H 14.936 -4.668 0.335
C 11.532 -3.857 -6.683
C 10.150 -3.426 -7.159
O 9.209 -4.277 -6.494
S 9.825 -4.970 -5.203
O 9.575 -6.361 -5.258
O 9.445 -4.228 -4.064
O 11.357 -4.723 -5.564
H 12.204 -3.044 -6.413
H 12.050 -4.427 -7.459
H 10.007 -3.459 -8.234
H 9.906 -2.416 -6.820
C 15.909 -4.556 -2.666
C 14.628 -4.586 -3.503
O 14.557 -3.263 -4.077
S 15.403 -2.153 -3.329
O 14.566 -1.247 -2.635
O 16.351 -1.626 -4.231
O 16.034 -3.175 -2.292
H 16.802 -4.849 -3.210
H 15.754 -5.135 -1.759
H 13.707 -4.732 -2.949
H 14.792 -5.285 -4.318
C 10.509 1.450 -3.011
C 11.372 0.609 -3.968
O 10.501 -0.361 -4.579
S 8.986 0.134 -4.515
O 8.095 -0.936 -4.316
O 8.793 1.051 -5.562
O 9.171 0.906 -3.145
H 10.438 2.468 -3.383
H 10.738 1.302 -1.962
H 12.226 0.117 -3.509
H 11.739 1.195 -4.812
C 8.935 -9.780 -0.366
C 9.362 -8.461 -0.350
C 10.345 -8.058 -1.252
C 10.786 -8.954 -2.198
C 10.304 -10.257 -2.273
C 9.350 -10.657 -1.364
N 11.927 -8.597 -3.053
O 12.304 -7.442 -3.091
O 12.485 -9.503 -3.645
H 8.243 -10.132 0.390
H 8.877 -7.767 0.320
H 10.702 -7.040 -1.171
H 10.733 -10.881 -3.043
H 9.040 -11.693 -1.336
C 5.807 -3.176 3.107
C 5.033 -2.870 2.005
C 5.419 -3.378 0.768
C 6.447 -4.294 0.716
C 7.165 -4.678 1.825
C 6.860 -4.074 3.044
N 6.978 -4.680 -0.603
O 6.854 -3.852 -1.489
O 7.561 -5.739 -0.742
H 5.597 -2.738 4.078
H 4.134 -2.274 2.055
H 4.968 -2.951 -0.116
H 7.961 -5.403 1.726
H 7.325 -4.529 3.908
C 16.586 2.063 1.171
C 15.772 2.027 2.302
C 14.498 1.497 2.233
C 14.088 0.951 1.026
C 14.870 0.967 -0.107
C 16.139 1.531 -0.030
N 12.705 0.471 0.925
O 12.402 -0.166 -0.074
O 11.912 0.817 1.771
H 17.568 2.513 1.232
H 16.181 2.447 3.212
H 13.806 1.563 3.058
H 14.602 0.506 -1.047
H 16.805 1.556 -0.882
O 11.708 -5.291 -0.256
C 11.422 -4.208 -0.687
O 12.341 -3.449 -1.319
C 11.714 -2.376 -2.036
C 10.272 -2.236 -1.527
C 10.082 -3.535 -0.742
H 11.753 -2.620 -3.103
H 12.252 -1.438 -1.966
H 9.641 -2.190 -2.410
H 10.201 -1.408 -0.830
H 9.413 -4.213 -1.282
H 9.586 -3.405 0.220
O 11.517 -9.200 5.441
C 11.375 -8.287 4.683
O 11.657 -8.384 3.358
C 11.023 -7.288 2.656
C 11.016 -6.132 3.667
C 10.760 -6.923 4.962
H 9.994 -7.558 2.425
H 11.665 -7.089 1.806
H 10.119 -5.547 3.466
H 11.947 -5.581 3.717
H 9.703 -7.042 5.201
H 11.245 -6.506 5.843
O 7.756 0.129 4.230
C 7.831 0.360 3.058
O 8.677 -0.313 2.250
C 8.591 0.103 0.884
C 7.407 1.094 0.796
C 7.066 1.379 2.252
H 8.388 -0.753 0.245
H 9.527 0.592 0.620
H 6.571 0.660 0.246
H 7.648 2.012 0.263
H 6.021 1.383 2.554
H 7.440 2.367 2.535
O 16.836 -9.457 -0.195
C 15.758 -8.958 -0.087
O 15.619 -7.627 0.220
C 14.263 -7.347 0.535
C 13.620 -8.702 0.810
C 14.371 -9.568 -0.189
H 13.805 -6.875 -0.345
H 14.008 -6.679 1.360
H 12.548 -8.702 0.626
H 13.854 -8.985 1.836
H 13.969 -9.439 -1.196
H 14.385 -10.623 0.069

***

4.
Formula: C5H4CdO2
Source: the Open Molecules 2025 dataset
Level of theory: ωB97M-V/def2-TZVPD

Computed properties:
ΔE to the lowest compared entry with this formula, charge and spin, eV: 0.000
E_LUMO (spin up / spin down), eV: -10.5 / -12.3
Total charge: +2
HOMO-LUMO gap (spin up / spin down), eV: 8.3 / 4.2
Energy, Ha: -510.2717
Molecular weight, g mol⁻¹: 208.50

Geometry (Å):
O 2.395 -1.292 1.399
C 1.402 -1.315 0.815
C 0.232 -1.393 0.174
C -0.541 -0.252 -0.256
C -1.880 -0.180 -0.373
H -0.186 -2.401 0.113
H -2.534 -0.694 0.333
H -2.338 0.612 -0.967
C 0.161 1.146 -0.431
O 1.375 1.264 -0.197
Cd 2.211 2.758 0.627
H -0.297 1.747 -1.235

***

5.
Formula: C9H19N2O
Source: the Open Molecules 2025 dataset
Level of theory: ωB97M-V/def2-TZVPD

Computed properties:
ΔE to the lowest compared entry with this formula, charge and spin, eV: 3.516
Structure (SMILES): C/C=N/[C@]1(OC)C[C@]1(C)[C@H](C)[NH3+]
E_LUMO, eV: -3.4
Total charge: +1
HOMO-LUMO gap, eV: 9.3
Energy, Ha: -538.7201
Molecular weight, g mol⁻¹: 171.26

Geometry (Å):
C 2.568 0.456 -0.105
C -0.258 -0.712 -1.785
C -0.953 -0.478 -0.479
C 0.604 -0.583 -0.562
C 3.396 1.674 0.009
C -1.688 -1.738 -0.073
C -1.939 0.937 1.422
C 1.440 -1.908 1.205
C -1.373 0.863 -0.063
N 1.326 0.638 -0.289
N -2.437 1.475 -1.006
O 1.155 -1.806 -0.142
H 3.027 -0.467 -0.239
H -0.310 -1.682 -2.211
H -0.186 0.103 -2.417
H 3.898 1.907 -0.901
H 2.878 2.424 0.503
H 4.259 1.529 0.751
H -1.613 -2.604 -0.632
H -2.712 -1.618 -0.158
H -1.422 -2.049 0.913
H -1.040 0.431 1.948
H -2.941 0.493 1.459
H -1.965 1.966 1.686
H 0.637 -2.367 1.818
H 1.487 -0.821 1.616
H 2.508 -2.288 1.339
H -0.461 1.550 -0.045
H -2.664 2.342 -0.572
H -3.171 0.794 -0.924
H -2.053 1.538 -2.062

***

6.
Formula: C4H9N3S
Source: the Open Molecules 2025 dataset
Level of theory: ωB97M-V/def2-TZVPD

Computed properties:
ΔE to the lowest compared entry with this formula, charge and spin, eV: 2.031
Structure (SMILES): C=C/C(=N/SC)NN
E_LUMO, eV: 0.8
HOMO-LUMO gap, eV: 8.6
Energy, Ha: -720.1987
Molecular weight, g mol⁻¹: 131.20

Geometry (Å):
C 2.923 -1.510 -0.602
C -0.308 0.482 0.015
C -1.699 0.271 -0.447
C -2.121 -0.887 -0.961
H 3.988 -1.490 -0.409
H 2.753 -1.556 -1.670
H 2.473 -2.426 -0.152
H 0.768 1.516 1.393
H -1.747 1.269 2.043
H -1.650 2.729 1.223
H -2.387 1.133 -0.342
H -1.451 -1.751 -1.041
H -3.134 -1.021 -1.324
N 0.618 -0.276 -0.451
N -0.109 1.521 0.908
N -1.129 2.023 1.731
S 2.213 -0.026 0.084

***

7.
Formula: C35H80N12O13S
Source: the Open Molecules 2025 dataset
Level of theory: ωB97M-V/def2-TZVPD

Computed properties:
Structure (SMILES): [H]/N=C(/N)NCCCC[C@]1(C)COS(=O)(=O)O1.CNC(C)=O.CNC(C)=O.CNC(C)=O.CNC(C)=O.CNC(C)=O.CNC(C)=O.CNC(C)=O.CNC(C)=O.CNC(C)=O
E_LUMO, eV: 0.6
HOMO-LUMO gap, eV: 8.9
Energy, Ha: -3415.0941
Molecular weight, g mol⁻¹: 909.16

Geometry (Å):
C -5.005 -0.842 -1.256
C -3.629 -1.357 -1.731
C -3.767 -2.671 -2.541
C -3.281 -3.994 -1.883
C -2.363 -4.876 -2.755
C -0.845 -5.002 -2.437
N -0.236 -4.076 -1.457
C 0.687 -4.813 -0.628
N 0.482 -5.089 0.596
N 1.796 -5.353 -1.305
C -2.952 -0.306 -2.591
O -2.689 0.765 -1.599
S -2.143 0.051 -0.302
O -0.721 0.005 -0.346
O -2.787 0.573 0.859
O -2.715 -1.417 -0.620
H -5.398 -0.095 -1.948
H -5.728 -1.656 -1.202
H -4.939 -0.375 -0.273
H -3.289 -2.550 -3.518
H -4.837 -2.751 -2.739
H -2.848 -3.814 -0.901
H -4.180 -4.596 -1.720
H -2.749 -5.891 -2.663
H -2.473 -4.614 -3.812
H -0.653 -6.023 -2.106
H -0.295 -4.895 -3.378
H 0.288 -3.380 -1.978
H -0.390 -4.671 0.915
H 2.337 -5.860 -0.612
H 2.427 -4.690 -1.763
H -1.968 -0.619 -2.943
H -3.558 0.118 -3.385
C 4.699 -2.005 -2.167
C 4.735 -3.328 -2.889
O 3.705 -3.949 -3.156
N 5.934 -3.837 -3.224
C 7.238 -3.265 -2.971
H 3.665 -1.751 -1.965
H 5.239 -2.065 -1.221
H 5.145 -1.216 -2.774
H 5.899 -4.733 -3.697
H 7.776 -3.098 -3.905
H 7.828 -3.943 -2.353
H 7.139 -2.317 -2.452
C -3.681 3.563 0.897
C -4.510 4.823 0.840
O -5.423 5.035 1.626
N -4.186 5.737 -0.114
C -3.146 5.671 -1.137
H -4.052 2.939 1.703
H -3.748 3.005 -0.038
H -2.631 3.796 1.085
H -4.769 6.560 -0.094
H -2.440 6.489 -1.029
H -3.585 5.740 -2.130
H -2.600 4.735 -1.060
C 1.353 9.051 1.752
C 0.059 8.450 1.257
O -0.161 8.321 0.050
N -0.831 8.049 2.183
C -0.716 8.099 3.634
H 1.958 9.313 0.889
H 1.163 9.947 2.343
H 1.900 8.340 2.371
H -1.680 7.658 1.800
H -0.787 7.099 4.053
H -1.521 8.705 4.050
H 0.234 8.524 3.936
C -4.826 -8.851 -3.896
C -4.106 -8.874 -2.567
O -3.012 -8.360 -2.417
N -4.729 -9.497 -1.528
C -6.016 -10.159 -1.519
H -4.198 -8.322 -4.607
H -5.005 -9.862 -4.263
H -5.784 -8.337 -3.814
H -4.197 -9.475 -0.672
H -6.692 -9.687 -0.804
H -5.911 -11.211 -1.250
H -6.471 -10.104 -2.502
C -2.728 10.202 -4.167
C -2.320 9.296 -3.027
O -2.470 8.083 -3.122
N -1.790 9.914 -1.936
C -1.609 11.336 -1.755
H -3.127 9.583 -4.964
H -3.492 10.911 -3.848
H -1.873 10.763 -4.547
H -1.470 9.320 -1.176
H -0.553 11.575 -1.612
H -2.160 11.692 -0.882
H -1.966 11.878 -2.626
C -1.310 6.083 8.056
C -0.647 7.317 7.491
O -0.055 7.296 6.424
N -0.738 8.465 8.213
C -1.400 8.675 9.484
H -1.147 5.266 7.360
H -0.883 5.819 9.024
H -2.382 6.237 8.177
H -0.276 9.250 7.783
H -2.186 9.426 9.393
H -0.689 9.010 10.242
H -1.852 7.750 9.827
C 5.157 -7.442 -2.585
C 6.571 -7.362 -3.112
O 6.956 -6.409 -3.782
N 7.416 -8.379 -2.822
C 7.143 -9.575 -2.050
H 4.612 -6.555 -2.901
H 4.648 -8.324 -2.972
H 5.152 -7.489 -1.495
H 8.341 -8.261 -3.206
H 7.798 -9.632 -1.180
H 7.294 -10.469 -2.656
H 6.115 -9.568 -1.703
C 8.818 -1.713 0.657
C 8.763 -0.683 1.763
O 9.430 -0.790 2.776
N 7.929 0.377 1.581
C 7.065 0.660 0.453
H 9.515 -2.492 0.950
H 7.835 -2.158 0.494
H 9.158 -1.264 -0.277
H 7.934 1.029 2.350
H 7.330 1.611 -0.011
H 6.020 0.709 0.764
H 7.158 -0.121 -0.295
C -1.119 -2.317 2.977
C -2.343 -3.049 2.480
O -2.270 -3.875 1.585
N -3.538 -2.753 3.058
C -3.807 -1.800 4.114
H -0.263 -2.671 2.410
H -1.220 -1.242 2.832
H -0.951 -2.513 4.037
H -4.310 -3.278 2.679
H -4.235 -2.296 4.987
H -4.506 -1.031 3.777
H -2.887 -1.311 4.417